Record 1
The following is a quantum chemistry calculation of an isolated molecule of C6H8O2 at a distorted geometry, from the Open Molecules 2025 dataset.

As for the relative energy (zero: lowest compared OMol25 entry of this formula, charge and spin): 86.73 kcal/mol. For the total energy, the calculation gives -383.771904 Eh. The calculation puts the HOMO-LUMO gap at 9.38 eV. As for the multiplicity: 1. The value obtained for the lowest unoccupied orbital energy is 0.1 eV.

Positions of all 16 atoms, in Å:
C  -2.4258  -0.6386  0.3123
C  -1.0695  -0.7581  -0.3383
C  0.0171  0.0382  -0.1107
C  -0.1476  1.5075  0.2642
C  1.3411  -0.4628  -0.2138
C  2.5440  0.3246  -0.3443
H  -3.1093  -0.0637  -0.3222
H  -2.9633  -1.6245  0.4662
H  -2.3115  -0.1846  1.3513
H  -0.9860  -1.7301  -0.8845
H  0.7743  1.5682  0.9919
H  1.1547  -1.5397  -0.6682
H  2.3874  1.4384  -0.3899
H  3.4786  0.0432  -0.8190
O  -0.9288  2.3259  -0.1512
O  2.2445  -0.2439  0.8562

Cartesian forces, eV/Å:
C -0.6 0.3 0.8
C 0.6 -1.0 0.5
C -4.7 1.3 -0.5
C 2.0 -1.9 1.2
C 0.4 -3.6 -2.3
C 0.8 2.7 -1.8
H 0.0 0.2 0.4
H 1.1 0.9 -0.3
H -0.4 -0.3 -1.5
H 0.6 0.7 0.7
H -1.5 1.8 -0.6
H 1.6 1.8 1.1
H 0.2 -0.9 0.0
H -0.2 -0.5 -0.2
O 0.6 -0.6 0.6
O -0.5 -1.1 2.1

Record 2
The following is a quantum chemistry calculation of a 2-piece molecular cluster, C6H8O2 overall at a distorted geometry, from the Open Molecules 2025 dataset.

As for the relative energy (zero: lowest compared OMol25 entry of this formula, charge and spin): 114.94 kcal/mol. For the total energy, the calculation gives -383.726953 Eh. The calculation puts the HOMO-LUMO gap at 8.09 eV. As for the multiplicity: 1. The value obtained for the lowest unoccupied orbital energy is 0.0 eV.

Positions of all 16 atoms, in Å:
C  -0.6431  0.7847  -1.0920
C  0.5443  0.6773  -0.5338
C  -1.8303  0.9221  -1.4555
C  1.0887  -0.5420  -0.0921
C  2.5575  -0.5623  0.3601
C  -2.4918  -0.0830  0.3748
O  0.3947  -1.5739  0.0464
O  -2.1640  -1.2873  0.0717
H  1.1871  1.6419  -0.4319
H  -2.7220  1.0759  -1.9831
H  2.8142  -1.2740  1.1539
H  2.9294  0.3781  0.4417
H  3.0732  -1.2170  -0.4623
H  -2.1206  0.4511  1.2927
H  -3.6090  0.1491  0.3940
H  -1.1412  -1.5291  0.3541

Cartesian forces, eV/Å:
C -2.6 0.6 -1.1
C 3.4 2.2 0.6
C 0.5 -0.6 2.6
C 0.4 -0.6 1.4
C -0.8 -4.8 -2.5
C -1.7 1.7 0.6
O 0.1 -0.3 0.2
O 1.5 -1.1 1.2
H -1.2 -1.8 -0.1
H -0.3 0.0 -0.8
H -0.8 0.7 0.5
H 1.5 2.5 0.3
H -0.6 1.7 0.8
H 0.8 -0.4 -1.3
H 1.3 -0.5 -0.9
H -1.3 0.8 -1.4

Record 3
The following is a quantum chemistry calculation of an isolated molecule of C6H8O2 at a distorted geometry, from the Open Molecules 2025 dataset.

As for the relative energy (zero: lowest compared OMol25 entry of this formula, charge and spin): 93.29 kcal/mol. For the total energy, the calculation gives -383.761456 Eh. The calculation puts the HOMO-LUMO gap (spin up / spin down) at 8.40 / 7.55 eV. As for the multiplicity: 1. The value obtained for the lowest unoccupied orbital energy (spin up / spin down) is 0.2 / -0.5 eV.

Positions of all 16 atoms, in Å:
C  1.1857  0.3511  -2.5119
C  -0.2116  -0.7081  -0.5740
C  -0.7071  -0.0633  0.7374
C  -0.1729  1.3731  0.7320
C  0.5058  0.3652  -1.3038
C  -0.3892  -0.6795  2.0365
O  1.2194  -0.7189  -3.1693
O  0.5362  1.4232  -0.4520
H  1.5304  1.2425  -3.0239
H  0.4592  -1.4404  -0.2553
H  -1.0100  -1.1133  -1.2155
H  -1.7248  0.1595  0.6600
H  -0.5386  2.2909  1.1451
H  -1.2091  -0.9172  2.6362
H  0.2574  0.0235  2.5369
H  0.2693  -1.5884  2.0217

Cartesian forces, eV/Å:
C -0.4 -1.6 -1.8
C -1.2 0.6 -0.3
C 0.0 2.1 -0.7
C 1.6 -2.6 -3.2
C -0.4 1.1 3.2
C 2.6 -1.5 0.6
O 0.1 0.7 0.6
O 0.1 2.3 -0.5
H 0.3 0.7 0.5
H 1.1 -1.7 -0.1
H 0.3 -0.2 0.5
H -2.2 -0.5 -0.1
H 0.0 0.2 0.0
H -1.4 -0.3 0.9
H 0.0 0.2 0.8
H -0.7 0.5 -0.5

Record 4
The following is a quantum chemistry calculation of a 2-piece molecular cluster, C6H8O2 overall at a distorted geometry, from the Open Molecules 2025 dataset.

As for the relative energy (zero: lowest compared OMol25 entry of this formula, charge and spin): 137.56 kcal/mol. For the total energy, the calculation gives -383.690896 Eh. The calculation puts the HOMO-LUMO gap (spin up / spin down) at 9.39 / 9.39 eV. As for the multiplicity: 1. The value obtained for the lowest unoccupied orbital energy (spin up / spin down) is 0.2 / 0.2 eV.

Positions of all 16 atoms, in Å:
C  -2.6952  0.5593  0.4073
C  -1.6917  0.4079  -0.2731
C  1.9034  -0.3592  0.6015
C  1.1205  0.6057  1.3188
C  0.4285  -0.5042  0.4462
C  -0.3478  0.0404  -0.7061
O  0.3002  0.8118  -1.5972
O  -1.0435  -1.5810  -1.8592
H  -3.6288  0.6006  0.8215
H  2.5751  0.0530  -0.1643
H  2.3647  -1.1835  1.2188
H  0.8110  0.5061  2.3735
H  0.8641  1.6028  0.9347
H  -0.1466  -1.0928  1.2306
H  -0.3300  1.1510  -2.1436
H  -0.4840  -1.6179  -2.6093

Cartesian forces, eV/Å:
C 3.3 -0.5 -2.5
C -1.2 0.0 1.2
C 2.1 -1.8 0.3
C -2.8 1.5 0.9
C -0.7 0.4 0.9
C -1.1 -2.3 -0.6
O 2.5 -1.9 3.1
O -0.3 2.2 3.1
H -1.7 0.3 0.9
H -0.7 -0.6 0.0
H -0.4 1.1 -0.9
H 0.7 0.0 -0.6
H 0.9 -0.3 0.1
H 0.8 0.1 -2.0
H -2.7 1.7 -2.7
H 1.2 0.1 -1.2

Record 5
The following is a quantum chemistry calculation of an isolated molecule of C6H8O2 at a distorted geometry, from the Open Molecules 2025 dataset.

As for the relative energy (zero: lowest compared OMol25 entry of this formula, charge and spin): 124.27 kcal/mol. For the total energy, the calculation gives -383.712080 Eh. The calculation puts the HOMO-LUMO gap at 10.82 eV. As for the multiplicity: 1. The value obtained for the lowest unoccupied orbital energy is 0.9 eV.

Positions of all 16 atoms, in Å:
C  0.6778  -0.9028  -1.6581
C  -0.4535  -0.6551  2.0264
C  -0.4237  0.7220  -0.0669
C  0.8843  1.3578  -0.4246
C  0.4201  0.5918  -1.6854
C  -0.6382  -0.2071  -1.2579
H  0.2290  -1.4768  -2.5597
H  1.4156  -1.3146  -0.7969
H  -0.8749  -0.4637  3.0692
H  -0.9183  1.6325  -0.2485
H  1.7542  0.7545  0.0590
H  0.8456  2.3023  -0.4487
H  0.4073  0.9659  -2.7724
H  -1.7862  -0.4534  -1.5011
O  -0.9798  0.3100  1.2849
O  0.4957  -1.2331  1.6648

Cartesian forces, eV/Å:
C -1.3 -0.9 1.5
C -0.8 3.7 0.8
C -2.7 -1.5 2.6
C 2.1 -10.8 0.3
C 4.4 2.2 -7.5
C -4.0 -1.5 4.2
H 2.1 0.8 1.3
H -2.1 0.6 -2.4
H 0.2 -1.3 -0.9
H -2.5 0.4 0.1
H -1.0 1.8 -1.0
H 0.4 7.1 0.2
H 0.4 0.2 1.8
H 3.1 0.6 -0.1
O -0.7 1.5 -0.8
O 2.2 -2.8 0.0

Record 6
The following is a quantum chemistry calculation of an isolated molecule of C6H8O2 at a distorted geometry, from the Open Molecules 2025 dataset.

As for the relative energy (zero: lowest compared OMol25 entry of this formula, charge and spin): 137.35 kcal/mol. For the total energy, the calculation gives -383.691236 Eh. The calculation puts the HOMO-LUMO gap at 10.31 eV. As for the multiplicity: 1. The value obtained for the lowest unoccupied orbital energy is 0.8 eV.

Positions of all 16 atoms, in Å:
C  0.8901  -2.3355  -1.3464
C  0.3379  -1.2560  -1.9146
C  -0.0899  -0.0694  -0.1514
C  -0.7926  1.1481  0.6340
C  -1.2401  1.2569  2.1250
C  -0.0118  2.0764  1.5143
H  1.1367  -2.8363  -0.2020
H  1.2157  -3.2461  -1.9200
H  0.5208  -1.1632  -3.1864
H  -1.1938  1.6274  -0.1689
H  -0.6004  0.6295  2.9694
H  -2.2122  1.6459  2.6368
H  0.0289  3.0913  1.3625
H  1.0827  1.6909  1.7552
O  0.0289  0.0433  -1.5278
O  0.6536  -0.8387  0.4763

Cartesian forces, eV/Å:
C 1.0 -3.7 2.6
C 2.9 -0.3 -5.9
C 3.2 1.3 4.8
C 1.3 -2.4 0.4
C 2.9 -0.3 2.0
C 1.7 -3.6 1.2
H -1.2 2.5 -3.2
H -0.8 1.5 -0.7
H -1.0 -0.6 3.9
H -2.5 1.8 -1.4
H -2.2 0.7 -2.7
H 1.9 -0.4 -1.8
H -0.5 2.2 -0.7
H -2.6 0.6 0.0
O -1.4 -1.8 2.5
O -2.8 2.3 -1.0

Record 7
The following is a quantum chemistry calculation of a 2-piece molecular cluster, C6H8O2 overall, from the Open Molecules 2025 dataset.

As for the relative energy (zero: lowest compared OMol25 entry of this formula, charge and spin): 172.68 kcal/mol. For the total energy, the calculation gives -383.634931 Eh. The calculation puts the HOMO-LUMO gap (spin up / spin down) at 6.77 / 6.76 eV. As for the multiplicity: 1. The value obtained for the lowest unoccupied orbital energy (spin up / spin down) is -1.4 / -1.5 eV.

Positions of all 16 atoms, in Å:
C  -1.6055  0.3461  0.5716
C  -1.5446  0.5023  -0.7874
O  -2.5360  0.1076  -1.6177
O  -0.5403  0.9771  -1.4680
H  -3.3183  -0.1087  -1.0966
H  -0.9285  0.9122  1.1938
H  -0.0732  -0.9059  0.6060
H  -2.4814  -0.0881  1.0332
C  1.9272  0.1800  0.7443
C  1.5653  1.2700  0.1880
C  0.9862  -1.2132  0.3834
C  1.5013  -2.2193  -0.1202
H  2.6913  -0.1739  1.4185
H  0.3027  1.1717  -0.8386
H  1.9910  2.2534  0.3502
H  2.0628  -3.0115  -0.5604

Cartesian forces, eV/Å:
C 0.0 0.0 -0.3
C 0.0 -0.1 0.3
O 0.1 0.0 0.1
O 0.0 0.0 0.1
H 0.1 0.0 0.0
H 0.1 0.0 0.0
H 0.0 0.1 0.0
H 0.0 0.0 -0.1
C 0.3 0.6 0.1
C -0.1 -0.3 -0.1
C -0.1 -0.9 -0.4
C -0.1 0.8 0.3
H -0.1 -0.1 0.0
H -0.2 -0.1 0.0
H 0.1 -0.1 0.1
H 0.0 -0.1 0.0

Record 8
The following is a quantum chemistry calculation of an isolated molecule of C6H8O2S at a distorted geometry, from the Open Molecules 2025 dataset.

As for the relative energy (zero: lowest compared OMol25 entry of this formula, charge and spin): 0.00 kcal/mol. For the total energy, the calculation gives -782.043568 Eh. The calculation puts the HOMO-LUMO gap at 9.59 eV. As for the multiplicity: 1. The value obtained for the lowest unoccupied orbital energy is 0.8 eV.

Positions of all 17 atoms, in Å:
C  -1.6153  1.3047  -0.0953
C  -2.6224  0.4340  0.0272
C  -0.2884  0.7336  0.0186
C  -0.4299  -0.6124  0.0949
C  0.9821  1.5365  0.0925
C  0.7254  -1.6667  0.1392
O  1.2464  -1.9517  -1.1309
O  1.6537  -1.2111  1.0494
S  -2.0656  -1.2484  0.2534
H  -1.7648  2.3081  -0.0513
H  -3.6327  0.5673  -0.1611
H  1.1227  2.0618  1.0517
H  1.8201  0.9217  -0.1134
H  0.8286  2.4073  -0.8142
H  0.2785  -2.7219  0.3858
H  1.4188  -1.0682  -1.5097
H  2.3428  -1.7946  0.7629

Cartesian forces, eV/Å:
C 1.2 -1.9 0.9
C 1.1 -2.2 0.0
C -1.2 -0.4 0.3
C 1.3 -2.3 0.5
C -1.8 2.7 -2.6
C -4.1 -1.1 0.2
O 0.6 1.4 -0.1
O 0.2 -0.2 -0.4
S 0.8 2.5 -0.9
H -0.5 2.9 -0.4
H -1.7 0.5 0.1
H -0.2 -0.3 -0.4
H 0.9 -0.2 -0.2
H 0.9 -2.2 2.6
H 0.7 1.8 0.2
H 0.1 -0.6 -0.3
H 1.7 -0.4 0.6

Record 9
The following is a quantum chemistry calculation of an isolated molecule of C6H8O2S at a distorted geometry, from the Open Molecules 2025 dataset.

As for the relative energy (zero: lowest compared OMol25 entry of this formula, charge and spin): 84.10 kcal/mol. For the total energy, the calculation gives -781.909551 Eh. The calculation puts the HOMO-LUMO gap at 9.44 eV. As for the multiplicity: 1. The value obtained for the lowest unoccupied orbital energy is -0.2 eV.

Positions of all 17 atoms, in Å:
C  2.2177  1.7260  -0.0147
C  1.2356  1.0090  -0.0025
C  -1.1385  0.5402  -1.2474
C  -1.0038  0.4296  1.2977
C  0.1697  0.1289  0.3021
C  0.5851  -1.3434  0.0460
O  -2.7960  -1.1128  0.0737
O  -3.3020  1.3533  0.1281
S  -2.3558  0.2868  0.0308
H  2.6113  2.7094  -0.1007
H  -1.2842  1.5056  -1.6390
H  -1.1794  -0.1184  -2.1083
H  -1.1924  -0.2863  2.1377
H  -1.0089  1.4720  1.6937
H  -0.0887  -1.7259  -0.7738
H  0.3108  -1.9282  0.9431
H  1.6410  -1.4396  -0.2441

Cartesian forces, eV/Å:
C -1.7 0.0 -0.3
C 1.1 1.2 1.4
C 0.5 -1.5 2.1
C -0.1 0.4 -0.2
C -2.3 -0.5 -3.2
C -1.7 -0.2 -0.1
O 0.4 1.6 -0.3
O -0.2 0.3 -0.1
S 0.9 -2.2 0.9
H 0.8 -0.1 -0.1
H 0.5 1.7 0.0
H 0.2 -0.7 0.3
H 0.5 0.5 -0.9
H 0.2 -0.8 -0.4
H 1.0 0.1 0.9
H 0.5 0.1 -0.4
H -0.5 0.1 0.3

Record 10
The following is a quantum chemistry calculation of C6H8O6Rh as an isolated structure at a distorted geometry, from the Open Molecules 2025 dataset.

As for the charge: +4. For the total energy, the calculation gives -793.136040 Eh. The calculation puts the HOMO-LUMO gap (spin up / spin down) at 10.16 / 6.54 eV. As for the multiplicity: 6. The value obtained for the lowest unoccupied orbital energy (spin up / spin down) is -17.5 / -21.1 eV.

Positions of all 21 atoms, in Å:
O  -0.7145  -3.2937  -0.1760
C  -1.2633  -2.1176  0.0251
O  -1.1773  -1.5584  1.1217
O  -1.8822  -1.6440  -0.9942
C  -2.4089  -0.2838  -0.9308
C  -1.3129  0.6998  -1.2117
C  -0.9093  1.5953  -0.3058
C  0.1175  2.6420  -0.5986
Rh  -0.2452  -1.3581  2.7022
H  -2.8630  -0.1357  0.0548
H  -3.1775  -0.2685  -1.7078
H  -0.8644  0.6650  -2.2090
H  -1.3477  1.6142  0.6955
H  -0.1952  3.6186  -0.2179
H  0.3624  2.7312  -1.6641
O  1.3579  2.3923  0.1395
C  2.2701  1.6306  -0.2909
O  3.2078  1.1101  0.3478
H  3.6988  0.6931  -0.6902
O  2.5581  1.3092  -1.5747
H  2.4508  2.0133  -2.2442

Cartesian forces, eV/Å:
O -0.5 0.9 0.4
C -0.1 -2.9 -3.3
O -1.1 1.3 -0.1
O 0.5 0.2 0.0
C -0.3 -0.2 0.8
C -1.8 -2.9 -3.3
C 1.3 3.2 2.9
C 1.0 0.6 -0.9
Rh 1.6 -0.4 3.8
H -0.2 0.1 -0.3
H -0.2 0.2 -0.2
H 0.1 -0.1 0.0
H 0.1 -0.1 0.0
H -0.3 0.1 0.0
H -0.3 0.0 0.2
O -1.1 -0.3 1.1
C 3.2 -0.4 -2.5
O 0.8 -1.4 -0.9
H -0.5 1.0 3.7
O -2.2 1.1 -1.0
H 0.1 0.0 -0.4

Record 11
The following is a quantum chemistry calculation of C6H8O6Ru as an isolated structure at a distorted geometry, from the Open Molecules 2025 dataset.

As for the charge: +4. For the total energy, the calculation gives -777.526331 Eh. The calculation puts the HOMO-LUMO gap (spin up / spin down) at 6.49 / 2.25 eV. As for the multiplicity: 7. The value obtained for the lowest unoccupied orbital energy (spin up / spin down) is -17.2 / -20.5 eV.

Positions of all 21 atoms, in Å:
O  3.8547  1.0297  1.0438
C  3.7894  0.4052  -0.0483
O  4.7114  0.4858  -0.8969
O  2.7058  -0.3006  -0.3707
C  1.6612  -0.3370  0.5550
C  0.4133  -0.7331  -0.0348
C  -0.7316  -1.1154  0.7675
C  -2.1078  -1.0139  0.1603
O  -2.4928  0.4606  0.2028
C  -3.5639  0.9311  -0.0994
O  -4.6598  1.2425  0.0057
Ru  5.5957  1.6009  0.4452
H  1.3971  0.6831  0.9448
H  1.8986  -0.9054  1.4729
H  0.3397  -0.7522  -1.1312
H  -0.6809  -0.7704  1.8099
H  -0.5255  -2.2186  0.8393
H  -2.8551  -1.5249  0.7718
H  -2.1689  -1.2927  -0.8957
O  -2.8812  1.8952  -2.5634
H  -3.6994  2.2301  -2.9786

Cartesian forces, eV/Å:
O -0.7 0.4 1.9
C -5.8 -3.6 -2.1
O 1.0 -0.3 -1.1
O 2.6 1.1 -0.2
C -0.9 0.3 1.5
C -0.8 -0.4 -0.4
C 0.3 0.5 0.1
C -0.8 0.0 -0.5
O 2.1 -0.1 -0.3
C -4.2 0.3 1.2
O 2.3 -0.1 -1.1
Ru 4.8 2.7 0.7
H 0.1 -0.2 -0.1
H 0.0 -0.1 -0.2
H 0.0 0.0 0.1
H 0.0 -0.1 0.0
H 0.1 -0.2 0.0
H 0.1 0.0 -0.1
H 0.0 -0.1 0.2
O 0.0 -0.3 0.6
H -0.1 0.2 -0.2

Record 12
The following is a quantum chemistry calculation of C6H8OPSc as an isolated structure at a distorted geometry, from the Open Molecules 2025 dataset.

As for the relative energy (zero: lowest compared OMol25 entry of this formula, charge and spin): 97.83 kcal/mol. For the total energy, the calculation gives -1410.480378 Eh. The calculation puts the HOMO-LUMO gap (spin up / spin down) at 3.81 / 3.88 eV. As for the multiplicity: 1. The value obtained for the lowest unoccupied orbital energy (spin up / spin down) is -1.8 / -1.9 eV.

Positions of all 17 atoms, in Å:
C  -0.7961  0.4857  -1.0617
C  -1.1494  1.5654  -1.8694
C  -0.1933  2.6170  -1.7289
C  0.8289  2.2261  -0.8112
C  0.5802  0.9429  -0.3339
Sc  -1.1790  -1.0406  2.3978
P  -0.1867  -2.9921  1.1209
H  -1.2838  -0.4825  -0.9278
H  -2.0290  1.6056  -2.5124
H  -0.2353  3.5735  -2.2463
H  1.1610  0.3286  0.3564
H  1.6820  2.8429  -0.5270
H  1.1751  -3.0714  0.6426
H  -0.8250  -3.3852  -0.1226
H  -0.2293  -4.3050  1.7343
O  1.9156  -0.3564  3.0170
C  0.7643  -0.5546  2.8723

Cartesian forces, eV/Å:
C 3.1 0.9 2.1
C 0.3 0.5 0.3
C -0.1 -0.8 0.3
C -0.5 -0.1 -0.1
C -3.3 -1.1 -1.3
Sc -0.7 1.4 -0.5
P 0.7 -1.7 -1.2
H 0.2 0.2 -0.3
H 0.3 0.0 0.2
H 0.0 -0.3 0.1
H 0.0 0.2 -0.4
H -0.3 -0.2 -0.1
H -0.7 0.1 0.3
H 0.4 0.2 0.7
H 0.0 0.8 -0.3
O -2.9 -0.4 -0.3
C 3.6 0.3 0.5